DFT (the ωB97M-V functional and the def2-TZVPD basis) results for an isolated molecule of C8H14N2O2 in a non-equilibrium geometry.

Geometry as XYZ:
```
26
Properties=species:S:1:pos:R:3:nbo_charge:R:1
O 0.55863 2.22296 -0.46677 -0.590
O 2.79538 1.54592 1.09202 -0.513
N 2.38418 0.75176 0.24499 0.150
N -1.25894 0.87664 -0.06474 -0.464
C 1.20954 -1.24660 -0.46473 -0.421
C 1.11519 -0.03550 0.49601 0.013
C 2.87207 0.43814 -0.89919 -0.006
C 0.04796 1.20583 -0.09701 0.720
C 2.11488 -0.68008 -1.59513 -0.433
C -2.16436 2.00334 -0.41812 -0.434
C 0.96846 -0.37476 1.95168 -0.663
C -1.83723 -0.35234 0.16665 -0.399
H 1.29304 -1.34685 2.22944 0.215
H -2.71019 2.52315 0.38098 0.205
H 1.59886 0.33570 2.64347 0.275
H 3.73736 0.82982 -1.26351 0.203
H -2.49373 -0.62243 -0.64915 0.198
H -2.81717 1.66231 -1.19257 0.194
H -2.40411 -0.33332 1.15188 0.196
H -1.46026 2.81092 -0.77640 0.253
H 1.58307 -0.32193 -2.43935 0.209
H -1.07488 -1.23067 0.21093 0.218
H 0.25322 -1.56662 -0.83971 0.222
H 2.82771 -1.31876 -1.96575 0.215
H 1.89721 -1.92431 0.11230 0.222
H -0.14366 -0.34419 2.35730 0.218
```

The frontier orbital gap comes out at 8.76 eV. As for the charge: 0. The HOMO energy is -8.1 eV. Its energy above the lowest of the compared OMol25 structures with the same formula, charge and spin is 70.0 kcal per mole. For the molar mass, the calculation gives 170.212 g/mol. The SMILES is CN(C)C(=O)[C@@]1(C)CCC=[N+]1[O-].